1.
{"formula": "C3H5ClO2", "method": "ωB97M-V with the def2-TZVPD basis set", "symbols": ["H", "O", "O", "C", "Cl", "H", "C", "H", "H", "C", "H"], "xyz": [[-0.2504, 1.6132, 0.8629], [1.3004, -0.2011, 1.3897], [1.3412, -1.5555, -0.4440], [-0.5268, -0.2409, -0.2408], [-1.8780, -1.3045, 0.5025], [-0.2625, 1.8286, -0.8104], [-0.7249, 1.2714, -0.0671], [-1.7541, 1.5813, -0.0427], [2.2491, -1.7604, -0.2610], [0.8257, -0.6201, 0.3574], [-0.3198, -0.6120, -1.2466]], "total_charge": 0, "lumo_ev": 0.59, "mol_weight_g_mol": 108.52, "smiles": "C[C@H](Cl)C(=O)O", "max_force_ev_per_a": 2.14, "e_above_lowest_ev": 0.315, "total_energy_ha": -727.98634, "homo_ev": -10.638, "orbital_gap_ev": 11.225}

=====

2.
{"formula": "C21H28Cl3O4Ti", "method": "ωB97M-V with the def2-TZVPD basis set", "symbols": ["C", "H", "H", "H", "Ti", "H", "H", "O", "H", "H", "C", "C", "H", "H", "C", "H", "H", "H", "O", "H", "C", "C", "H", "H", "C", "H", "C", "C", "C", "Cl", "H", "H", "Cl", "C", "H", "H", "H", "C", "H", "H", "O", "Cl", "H", "O", "C", "C", "C", "C", "C", "C", "H", "C", "C", "H", "H", "C", "H"], "xyz": [[-0.3309, -0.8814, -2.9069], [2.0199, 2.4934, 0.2713], [-2.9157, 2.3580, -2.7173], [-2.6360, 4.5060, -0.3430], [0.2661, -0.3813, 1.2860], [-2.1576, -1.8504, 0.0289], [-0.8969, -0.8175, 4.1406], [-0.4654, 1.7613, -0.4694], [0.2142, 0.1004, -2.8820], [-3.2878, 1.6795, -1.1565], [-1.9087, -1.2659, 0.9448], [1.7408, -3.1237, 1.6325], [-3.0117, 0.6825, 0.6282], [0.8293, -0.7660, -4.6757], [2.0256, 0.2501, 2.7283], [-0.4337, -2.0584, -4.7906], [2.6168, -0.3905, 3.3951], [0.2311, 4.2124, -1.5680], [2.2987, -3.9160, 0.9006], [-1.1084, 4.1590, 0.4897], [0.2928, -1.5570, -4.1340], [-2.2742, 0.1094, 1.1998], [-1.3693, -0.5540, -3.0028], [0.1281, 2.9609, 2.0599], [1.5261, -3.6271, 3.1536], [1.2715, -3.5712, -3.9046], [-1.3230, -1.7816, 2.1568], [1.7128, 1.7627, 1.0330], [-2.4533, 1.9107, -1.8466], [1.3342, -2.2132, 4.2546], [2.3553, -2.1818, -3.6767], [-1.9197, 1.4411, 2.9766], [2.8654, -4.6762, 3.6673], [-1.7929, 0.4548, 2.5002], [0.8778, -3.5942, -1.6275], [3.1942, 0.0781, 0.7865], [-2.1706, 0.9045, -2.1281], [-0.1182, 3.2646, -2.0129], [1.9241, -2.2076, -1.3714], [-1.1779, -2.8474, 2.3882], [1.2193, -1.9483, 1.1790], [-0.0165, -4.5269, 3.0872], [0.5177, 1.2004, 4.1136], [-0.0295, -1.6361, -1.6358], [1.0761, -2.5790, -2.0015], [0.9907, 1.1456, 3.1288], [1.3273, -2.5442, -3.5296], [-1.9564, 3.6340, 0.0066], [-1.3621, 2.7125, -1.1534], [2.4043, 0.5601, 1.3922], [1.5526, 2.3180, -1.3472], [0.7769, 2.0784, 2.0638], [-1.2129, -0.7079, 3.1011], [-0.0275, 3.4166, -3.0688], [-2.4254, 2.9854, 0.8276], [0.5420, 2.0188, -1.5483], [0.6505, 1.0461, -2.0237]], "total_charge": -1, "lumo_ev": [2.59, 2.58], "mol_weight_g_mol": 498.68, "max_force_ev_per_a": 7.54, "multiplicity": 3, "e_above_lowest_ev": 0.527, "total_energy_ha": -3347.83774, "s2": 2.010, "homo_ev": [-0.979, -3.721], "orbital_gap_ev": [3.571, 6.306]}

=====

3.
{"formula": "C12H22B2F8N4", "method": "ωB97M-V with the def2-TZVPD basis set", "symbols": ["H", "F", "F", "H", "H", "F", "C", "H", "C", "H", "B", "H", "C", "H", "C", "H", "H", "C", "H", "F", "H", "B", "H", "H", "C", "F", "H", "N", "F", "F", "C", "H", "H", "H", "H", "F", "H", "C", "N", "N", "C", "H", "H", "N", "C", "C", "H", "C"], "xyz": [[-8.4385, -2.4986, 4.2502], [-2.4263, -1.5440, 0.4678], [-7.3183, -7.4387, 5.9994], [-0.9634, -6.7785, 0.6548], [-5.8067, -4.6488, 4.3432], [-0.4264, -2.3715, 0.7000], [-9.1326, -3.1681, 4.7582], [-3.9474, -4.1518, 1.1463], [-4.1533, -5.1289, 1.5577], [-2.9381, -7.6449, -0.3369], [-1.5607, -1.9760, 1.4283], [-1.5781, -5.0570, 0.5765], [-10.4032, -2.4098, 5.3073], [-0.8693, -5.8463, -0.7433], [-5.0917, -6.8016, 2.7762], [-5.7604, -7.1546, 3.5473], [-11.0137, -2.0579, 4.4757], [-1.5352, -6.0357, 0.0986], [-4.0220, -8.5152, 1.8288], [-8.8681, -6.7383, 4.5057], [-5.6484, -3.3861, 3.0704], [-8.3041, -7.8445, 5.1008], [-10.0562, -1.5719, 5.9120], [-8.4543, -3.5674, 5.5122], [-13.0750, -4.4694, 8.9665], [-9.1118, -8.5360, 5.9354], [-11.7043, -2.2720, 7.7104], [-3.7030, -6.3851, 1.1534], [-7.8079, -8.7056, 4.2042], [-1.3399, -0.8948, 2.3774], [-2.9744, -6.5940, -0.0500], [-11.2119, -5.1094, 4.6721], [-13.1650, -5.5382, 9.1612], [-14.1406, -4.2655, 9.0720], [-3.5688, -6.0627, -0.7933], [-2.1118, -3.0810, 2.0196], [-12.7123, -6.2113, 6.5350], [-11.8213, -3.1816, 7.1401], [-11.2209, -3.3789, 5.9187], [-12.5661, -4.2792, 7.6426], [-12.4204, -5.1715, 6.5366], [-6.9755, -4.4254, 3.0067], [-12.4040, -4.1040, 9.7439], [-5.0934, -5.3688, 2.5552], [-4.1895, -7.4530, 1.9292], [-5.9213, -4.4196, 3.2837], [-9.3649, -3.9463, 4.0312], [-11.6222, -4.6274, 5.5472]], "total_charge": -1, "lumo_ev": [1.83, 1.83], "mol_weight_g_mol": 395.94, "max_force_ev_per_a": 4.89, "multiplicity": 2, "total_energy_ha": -1538.48696, "s2": 0.758, "homo_ev": [-2.012, -5.889], "orbital_gap_ev": [3.843, 7.720]}